174
Properties=species:S:1:pos:R:3 method="wB97M-V/def2-TZVPD" total_charge=+1 lumo_ev=-4.2 energy_ev=-164973.815
C -3.5389 -2.7199 -4.3060
C -2.3265 -3.6543 -4.2222
C -1.0373 -2.9651 -4.6965
C 0.1935 -3.5157 -3.9757
C 1.4411 -2.6292 -4.0955
C 1.7984 -1.8083 -2.8481
C 1.7604 -2.5965 -1.5713
N 0.6667 -2.4486 -0.8798
N 0.5244 -3.1359 0.2567
C -0.7554 -2.8884 0.9310
C -0.6203 -1.8815 2.0649
C -1.9217 -1.8352 2.8719
C -3.0209 -1.0344 2.1538
C -2.9433 0.4447 2.5498
C 1.4385 -3.9666 0.7233
C 1.1359 -4.7193 1.9785
C 0.2542 -5.9580 1.6699
N -0.7433 -6.1343 2.7164
C 2.6540 -4.1390 0.0282
S 3.8797 -5.2680 0.6349
C 2.8362 -3.4338 -1.1735
C 4.0719 -3.5856 -1.9935
C 4.0170 -4.7759 -3.0010
C 2.8897 -5.7689 -2.7841
Cl 2.9368 -6.9607 -4.1206
H -3.6885 -2.3792 -5.3256
H -4.4207 -3.2426 -3.9480
H -3.3514 -1.8730 -3.6511
H -2.2362 -3.9456 -3.1735
H -2.5103 -4.5709 -4.7781
H -1.1585 -1.8947 -4.5403
H -0.9452 -3.1902 -5.7559
H -0.0821 -3.7395 -2.9464
H 0.4280 -4.4771 -4.4343
H 1.2418 -1.9037 -4.8828
H 2.2966 -3.1950 -4.4518
H 1.1599 -0.9395 -2.7285
H 2.8119 -1.4291 -2.9602
H -1.2322 -3.8182 1.2220
H -1.3864 -2.4427 0.1714
H -0.4548 -0.8932 1.6354
H 0.2362 -2.0934 2.6994
H -2.2831 -2.8634 2.9530
H -1.7476 -1.4255 3.8611
H -2.8815 -1.0943 1.0752
H -3.9842 -1.4608 2.4122
H -1.9058 0.7269 2.7210
H -3.4776 0.6064 3.4837
H -3.3813 1.0971 1.8026
H 2.0589 -5.0804 2.4095
H 0.6606 -4.0872 2.7196
H -0.2303 -5.7716 0.7027
H 0.8760 -6.8407 1.5642
H -1.1360 -5.2521 3.0097
H -1.4922 -6.7359 2.4065
H 4.7627 -4.3829 1.1186
H 4.9003 -3.7781 -1.3260
H 4.3194 -2.6860 -2.5443
H 3.9395 -4.4023 -4.0166
H 4.9490 -5.3310 -2.9641
H 1.9027 -5.3251 -2.8409
H 3.0231 -6.3524 -1.8826
C 1.3145 -1.9664 6.2683
C 1.8905 -2.2298 7.4524
C 2.8624 -1.2711 8.1028
O 3.3154 -1.5947 9.1821
C 3.1943 -0.0432 7.4063
C 2.6204 0.2146 6.2215
C 1.6327 -0.7311 5.5870
O 1.1547 -0.3801 4.5210
O 2.8486 1.2990 5.5015
O 1.6596 -3.3299 8.1426
H 0.6127 -2.6436 5.8009
H 3.9014 0.6291 7.8717
H 2.2818 1.2115 4.7067
H 2.1974 -3.2606 8.9572
C 1.4246 -9.7972 -8.4050
C 2.1151 -8.8711 -7.7276
C 2.2674 -7.4584 -8.2317
O 2.8971 -6.6819 -7.5350
C 1.6648 -7.1078 -9.5009
C 0.9759 -8.0346 -10.1832
C 0.8025 -9.4415 -9.6675
O 0.1464 -10.2073 -10.3453
O 0.3966 -7.7989 -11.3478
O 2.7147 -9.1114 -6.5684
H 1.3081 -10.8115 -8.0509
H 1.7930 -6.0971 -9.8614
H -0.0313 -8.6356 -11.6159
H 3.1380 -8.2709 -6.3075
C -0.9354 3.8384 8.4528
C -0.0756 3.3494 7.5501
C -0.5399 2.7935 6.2324
O 0.3271 2.3787 5.4756
C -1.9511 2.7702 5.9384
C -2.8200 3.2568 6.8407
C -2.3598 3.8352 8.1594
O -3.2110 4.2679 8.9069
O -4.1248 3.2647 6.6501
O 1.2389 3.3115 7.7331
H -0.6152 4.2419 9.4028
H -2.2700 2.3593 4.9891
H -4.5384 3.6512 7.4496
H 1.6239 2.9216 6.9232
C 0.0791 2.8713 -0.5235
C -1.0608 3.1113 0.1390
C -1.1654 2.9490 1.6327
O -2.2375 3.1938 2.1538
C 0.0060 2.4984 2.3634
C 1.1424 2.2603 1.7003
C 1.2545 2.4418 0.2122
O 2.3268 2.2094 -0.3134
O 2.2572 1.8406 2.2972
O -2.1756 3.5088 -0.4618
H 0.1696 2.9835 -1.5956
H -0.0708 2.3560 3.4335
H 2.9266 1.7604 1.5911
H -2.8427 3.6265 0.2433
C -2.2273 6.2535 -2.2279
C -1.8260 6.3239 -3.5019
C -1.9316 7.5924 -4.3009
O -1.5209 7.5751 -5.4516
C -2.5128 8.7598 -3.6729
C -2.9145 8.6911 -2.3962
C -2.7822 7.4265 -1.5890
O -3.1569 7.4587 -0.4300
O -3.4520 9.7102 -1.7455
O -1.3031 5.2886 -4.1535
H -2.1487 5.3496 -1.6395
H -2.6029 9.6607 -4.2634
H -3.6446 9.3865 -0.8443
H -1.1076 5.6117 -5.0539
C 4.0921 1.9293 -6.1656
C 2.9898 2.1737 -5.4438
C 2.9602 1.9967 -3.9476
O 1.9206 2.2546 -3.3708
C 4.1574 1.5276 -3.2780
C 5.2594 1.2810 -4.0002
C 5.2977 1.4786 -5.4950
O 6.3475 1.2413 -6.0599
O 6.3955 0.8489 -3.4737
O 1.8465 2.5866 -5.9717
H 4.1254 2.0543 -7.2386
H 4.1158 1.3964 -2.2057
H 7.0235 0.7641 -4.2182
H 1.2246 2.6892 -5.2256
C 3.5050 8.7735 -4.1872
C 2.2004 8.4750 -4.0921
C 1.5765 8.0675 -2.7772
O 0.3813 7.8250 -2.7533
C 2.4246 7.9771 -1.6067
C 3.7280 8.2731 -1.7075
C 4.3487 8.7040 -3.0113
O 5.5361 8.9664 -3.0012
O 4.5698 8.2150 -0.6893
O 1.3874 8.5185 -5.1369
H 3.9635 9.0685 -5.1203
H 1.9693 7.6701 -0.6757
H 5.4409 8.4845 -1.0421
H 0.4910 8.2662 -4.8471
C -8.0000 1.5783 9.3303
C -8.8475 0.5391 9.3914
C -8.7940 -0.5967 8.3980
O -9.5891 -1.5038 8.5428
C -7.8072 -0.5412 7.3338
C -6.9658 0.4983 7.2734
C -7.0074 1.6171 8.2818
O -6.1792 2.4986 8.1364
O -6.0330 0.6369 6.3386
O -9.7856 0.4212 10.3131
H -8.0271 2.3951 10.0373
H -7.7874 -1.3512 6.6187
H -5.5691 1.4786 6.5308
H -10.2505 -0.4183 10.1289



23
Properties=species:S:1:pos:R:3 method="wB97M-V/def2-TZVPD" total_charge=-1 lumo_ev=3.4 energy_ev=-21769.116
C -1.7422 2.2684 2.6907
P -0.2056 1.2635 2.5061
O -0.8668 -0.2884 2.2337
C 0.2497 1.7265 0.8617
N -0.0075 3.1766 0.5440
H -2.3492 2.2156 1.7815
H -2.3409 1.9323 3.5383
H -1.4093 3.3009 2.8366
H -0.7098 -0.7399 3.0691
H 1.3413 1.5947 0.8242
H -0.9774 3.2869 0.2806
H 0.5225 3.4062 -0.2869
N 2.0695 -1.2961 -2.3708
C 1.5396 -2.2582 -3.1255
C 0.4213 -2.9899 -2.7637
C -0.1806 -2.7117 -1.5426
C 0.3545 -1.7187 -0.7429
C 1.4757 -1.0381 -1.2051
H 2.0381 -2.4467 -4.0722
H 0.0323 -3.7559 -3.4228
H -1.0591 -3.2592 -1.2229
H -0.0891 -1.4379 0.2053
H 1.8930 -0.2310 -0.6165



40
Properties=species:S:1:pos:R:3 method="wB97M-V/def2-TZVPD" total_charge=-2 lumo_ev=4.0 relative_energy_ev=0.6752 energy_ev=-91001.493
Na 0.0203 0.7289 -0.3736
B -1.2716 2.9692 -0.4452
H -0.5466 3.1388 0.5122
H -2.1327 2.1416 -0.1554
H -1.7246 4.0422 -0.7897
H -0.5659 2.5711 -1.3252
B 1.6952 1.4750 -2.3555
H 2.3573 0.4434 -2.3693
H 1.5476 1.9088 -1.2581
H 2.1251 2.3123 -3.1189
H 0.5780 1.1807 -2.7070
As 2.5759 2.0927 2.4400
F 1.7119 1.3360 1.1252
F 2.0681 0.7823 3.4756
F 3.4313 2.8027 3.7944
F 3.1116 3.3522 1.4099
F 1.1817 2.9890 2.8943
F 3.9912 1.1680 2.0443
C 0.3101 -1.9281 -2.3234
C -0.9110 -2.2290 -1.4728
N -0.8646 -1.6308 -0.1468
C 0.1690 -2.2150 0.7020
C 0.4126 -1.4223 1.9999
C -2.1706 -1.7104 0.4838
C -3.2072 -0.7652 -0.1487
H 0.2271 -0.9104 -2.7187
H 0.4385 -2.6084 -3.1651
H 1.2515 -1.8856 -1.7759
H -1.8123 -1.9419 -2.0099
H -1.0021 -3.3338 -1.3473
H 1.1026 -2.3248 0.1564
H -0.1552 -3.2450 0.9526
H 1.4121 -1.0044 2.0294
H 0.1607 -2.0286 2.8698
H -0.2657 -0.5680 2.0749
H -2.5777 -2.7291 0.3360
H -2.1324 -1.4506 1.5365
H -3.7595 -1.1933 -0.9877
H -3.9906 -0.5160 0.5778
H -2.7894 0.2060 -0.4206



73
Properties=species:S:1:pos:R:3 method="wB97M-V/def2-TZVPD" total_charge=+3 lumo_ev=-9.3 relative_energy_ev=1.1770 energy_ev=-127054.687
Y -0.7780 -0.2269 0.8016
P 2.4491 -0.3057 0.2351
P 0.5228 2.1948 1.3148
P -0.0949 -1.9194 -1.2646
H -5.0869 1.8065 0.4145
C -4.7005 0.8257 0.1545
C -3.5227 0.3115 0.5785
H -2.7932 0.9950 1.0787
C 3.0900 0.4833 -1.2950
C 3.5559 0.4648 1.4897
C 3.2106 -1.9808 0.0945
C -0.9640 3.2671 1.3126
C 1.0956 2.4803 3.0375
C 1.6296 3.3701 0.4440
C -1.8232 -2.0830 -1.8409
C 0.2127 -3.6292 -0.6483
C 0.8833 -2.1185 -2.7980
H -5.4042 0.3250 -0.4842
H -3.3112 -0.7635 0.5127
H 4.1810 0.4211 -1.3032
H 2.7867 1.5307 -1.3411
H 2.6900 -0.0208 -2.1777
H 4.6016 0.3212 1.1998
H 3.4069 0.0007 2.4685
H 3.3666 1.5364 1.5949
H 4.3043 -1.9116 0.0950
H 2.9064 -2.4798 -0.8285
H 2.9038 -2.6205 0.9312
H -0.6499 4.2460 1.6687
H -1.7379 2.8619 1.9730
H -1.3777 3.3404 0.2939
H 1.2605 3.5395 3.1773
H 2.0238 1.9430 3.2366
H 0.3293 2.1365 3.7505
H 1.6350 4.3154 1.0075
H 1.2176 3.5845 -0.5516
H 2.6449 2.9916 0.3003
H -1.8400 -2.8694 -2.6021
H -2.2247 -1.1490 -2.2572
H -2.4772 -2.3858 -1.0195
H -0.2637 -4.3497 -1.2875
H -0.1556 -3.7718 0.3729
H 1.2824 -3.8536 -0.6385
H 0.3791 -2.8100 -3.4866
H 1.8737 -2.5275 -2.6085
H 1.0404 -1.1706 -3.3096
C -1.9880 2.2995 -3.8786
C -2.9495 2.4889 -2.8564
C -4.2743 2.8360 -3.2245
C -4.6539 2.9706 -4.5957
C -3.6139 3.0265 -5.5454
C -2.2980 2.7466 -5.1734
Se -0.0677 1.9538 -3.6423
H 0.2363 0.6918 -4.2639
H -2.6814 2.4546 -1.8160
H -4.9827 3.1042 -2.4538
H -5.7135 3.1418 -4.9029
H -3.8593 3.2322 -6.5847
H -1.5500 2.8768 -5.9520
C 2.6053 -2.0278 3.7624
P 0.8785 -2.3185 3.3589
C 0.8697 -4.0135 2.8308
C 0.1114 -2.3086 4.9583
O 0.2068 -1.3659 2.3686
H 2.7491 -1.0776 4.2703
H 3.3037 -2.1617 2.9335
H 2.7987 -2.8311 4.4750
H 1.3284 -4.5295 3.6629
H -0.1485 -4.3634 2.7071
H 1.4688 -4.1932 1.9394
H 0.2965 -1.3568 5.4576
H -0.9455 -2.5155 4.8731
H 0.5952 -3.1062 5.4954



101
Properties=species:S:1:pos:R:3 method="wB97M-V/def2-TZVPD" spin_multiplicity=5 total_charge=-1 lumo_ev="2.5 / 2.0" energy_ev=-110132.945 s_squared=6.015
Co 0.2024 -0.4484 0.3759
C 0.8683 0.6463 5.0650
Si 0.1410 0.5407 3.3264
C -1.6163 -0.0753 3.5269
C 0.0834 2.3327 2.7237
N 1.0130 -0.4314 2.1916
C 2.2157 -1.0707 2.3962
C 2.6531 -1.6456 3.6065
C 3.8935 -2.2516 3.7314
C 4.7635 -2.3394 2.6538
C 4.3547 -1.8231 1.4321
C 3.1209 -1.2158 1.3237
O 2.6691 -0.7510 0.0886
C 3.4851 0.1181 -0.6108
C 3.7561 -0.1559 -1.9398
C 4.5148 0.7452 -2.6739
C 5.0024 1.9008 -2.0789
C 4.7240 2.1590 -0.7423
C 3.9599 1.2704 -0.0013
H 0.3064 1.4300 5.5860
H 1.9224 0.9340 5.0664
H 0.7594 -0.2750 5.6421
H -2.1533 0.5030 4.2864
H -1.6277 -1.1283 3.8214
H -2.1523 0.0226 2.5818
H -0.9411 2.6550 2.5111
H 0.6556 2.4382 1.8003
H 0.5116 3.0139 3.4655
H 1.9917 -1.6306 4.4578
H 4.1750 -2.6738 4.6892
H 5.7295 -2.8175 2.7504
H 4.9896 -1.8815 0.5556
H 3.3532 -1.0555 -2.3876
H 4.7187 0.5404 -3.7176
H 5.5932 2.6016 -2.6557
H 5.0941 3.0636 -0.2754
H 3.7222 1.4554 1.0396
C -4.6485 3.3157 1.1862
C -3.6119 3.8152 0.1832
C -4.2618 4.3862 -1.0972
P -2.3376 2.4320 -0.1630
C -1.2427 3.3171 -1.3607
C 0.2069 3.3559 -0.8762
C -1.3150 2.7572 -2.7824
C -3.3030 1.1007 -0.9420
C -4.4633 0.9677 -1.6563
C -4.9827 -0.2077 -2.2085
C -6.2569 -0.1107 -3.0173
C -4.4031 -1.4626 -2.0647
C -3.2920 -1.9505 -1.3806
C -2.3062 -1.2902 -0.6291
N -1.3000 -1.8685 0.0214
C -1.3461 -3.2572 0.3035
C -0.3516 -4.1111 -0.1931
C 0.7160 -3.6036 -1.1169
C -0.3797 -5.4605 0.1429
C -1.3608 -5.9982 0.9615
C -1.3703 -7.4612 1.3193
C -2.3297 -5.1374 1.4559
C -2.3435 -3.7812 1.1511
C -3.4169 -2.9186 1.7589
H -5.3207 4.1253 1.4861
H -4.1718 2.9171 2.0850
H -5.2548 2.5170 0.7529
H -3.0201 4.5989 0.6639
H -5.3475 4.2601 -1.0665
H -3.9077 3.9019 -2.0094
H -4.0596 5.4536 -1.2062
H -1.6239 4.3426 -1.3670
H 0.6309 2.3502 -0.8334
H 0.2949 3.8130 0.1113
H 0.8100 3.9397 -1.5773
H -0.7933 1.8024 -2.8351
H -0.8204 3.4422 -3.4760
H -2.3342 2.5911 -3.1310
H -5.0310 1.8749 -1.8391
H -6.3873 0.8924 -3.4257
H -7.1434 -0.3389 -2.4171
H -6.2391 -0.8057 -3.8581
H -4.9364 -2.2473 -2.5964
H -3.1479 -3.0226 -1.4584
H 1.2807 -2.7793 -0.6839
H 0.2872 -3.2390 -2.0520
H 1.4232 -4.3988 -1.3544
H 0.3939 -6.1086 -0.2578
H -0.6030 -8.0049 0.7676
H -2.3352 -7.9190 1.0906
H -1.1835 -7.6106 2.3855
H -3.1012 -5.5257 2.1163
H -4.2869 -2.8411 1.1029
H -3.0626 -1.9064 1.9394
H -3.7459 -3.3437 2.7081
N 0.6251 -0.2184 -1.7196
C 0.3269 -0.5534 -2.7875
C -0.0169 -0.9521 -4.0749
C 0.9176 -1.6962 -4.8328
N 1.7001 -2.2939 -5.4385
C -1.2841 -0.5967 -4.5970
N -2.3212 -0.3071 -5.0175
N -1.3321 0.8392 0.0535
C -2.3033 0.1713 -0.5366



16
Properties=species:S:1:pos:R:3 method="wB97M-V/def2-TZVPD" lumo_ev=-4.4 relative_energy_ev=7.9890 energy_ev=-18659.537
O 2.6685 -0.8371 -0.6508
C 1.9464 0.2059 -0.7380
C 0.6592 0.5283 -1.2008
C 0.5267 -1.7566 0.9185
C -0.8554 -1.7377 1.1021
S -2.7284 1.6238 1.2549
N 0.1506 1.8163 -0.8656
H 2.4615 1.1527 -0.4673
H -0.0468 -0.1685 -1.6680
H 1.2423 -1.3233 1.6169
H 0.9496 -2.4021 0.1381
H -1.3762 -2.5406 0.5959
H -1.3554 -0.8699 1.4214
H -3.6011 2.0748 0.3088
H -0.0930 2.4012 -1.6551
H -0.5485 1.8328 -0.1110



24
Properties=species:S:1:pos:R:3 method="wB97M-V/def2-TZVPD" lumo_ev=0.6 smiles="CNC(C)=O.CNC(C)=O" relative_energy_ev=1.0852 energy_ev=-13524.539
C -0.6521 1.4939 0.8534
N -1.0734 0.8588 -0.3578
C -2.2053 1.2686 -1.0097
C -2.3916 0.5498 -2.3200
O -3.0862 1.9632 -0.5463
H -0.8648 2.5580 1.0199
H -0.9647 0.9238 1.7530
H 0.4406 1.4757 0.9254
H -0.4560 0.2104 -0.8016
H -3.4401 0.3036 -2.4904
H -2.1243 1.2210 -3.1522
H -1.7385 -0.3090 -2.3204
C 2.8234 0.1286 -0.0123
N 1.8078 -0.4313 0.8606
C 1.1165 -1.5767 0.4139
C 0.2266 -2.1449 1.4803
O 1.2175 -1.9001 -0.7422
H 2.9302 1.2142 0.1647
H 3.8160 -0.3081 0.0491
H 2.5019 -0.0078 -1.0468
H 2.1278 -0.3913 1.8020
H 0.7937 -2.7735 2.2307
H -0.2904 -1.4827 2.1634
H -0.5144 -2.8441 1.0833



43
Properties=species:S:1:pos:R:3 method="wB97M-V/def2-TZVPD" lumo_ev=0.5 smiles="CCCc1nnc(NC(=O)CCC(=O)NCc2ccc(Cl)cc2Cl)s1" relative_energy_ev=0.0000 energy_ev=-62821.154
C 0.9240 -3.8068 3.2761
C 2.2490 -3.5067 2.5902
C 2.0545 -3.0091 1.1515
C 1.5166 -1.6269 1.0968
N 0.4631 -1.2066 1.6974
N 0.1948 0.0812 1.5148
C 1.0513 0.6702 0.7494
N 0.9869 1.9958 0.4201
C 1.7895 2.5487 -0.5396
O 2.6465 1.9064 -1.1057
C 1.4787 3.9986 -0.8486
C 0.3219 4.0711 -1.8590
C -0.9083 3.4258 -1.2412
O -1.2463 3.6568 -0.0951
N -1.5692 2.5553 -2.0287
C -2.6283 1.7289 -1.5037
C -2.2054 0.3058 -1.2271
C -0.9914 -0.2173 -1.6506
C -0.6439 -1.5339 -1.4042
C -1.5185 -2.3437 -0.7002
Cl -1.1165 -3.9858 -0.3921
C -2.7314 -1.8514 -0.2482
C -3.0634 -0.5368 -0.5227
Cl -4.5879 0.0585 0.0190
S 2.3220 -0.3690 0.1569
H 0.2973 -2.9196 3.2751
H 0.3983 -4.6016 2.7517
H 1.0922 -4.1228 4.3029
H 2.7970 -2.7534 3.1598
H 2.8597 -4.4117 2.5578
H 1.3619 -3.6817 0.6395
H 3.0069 -3.0276 0.6188
H 0.2167 2.5249 0.8192
H 1.1895 4.5222 0.0628
H 2.3693 4.4603 -1.2743
H 0.1006 5.1190 -2.0707
H 0.6026 3.5768 -2.7897
H -1.2548 2.3788 -2.9693
H -3.4773 1.7283 -2.1962
H -2.9500 2.1941 -0.5661
H -0.2907 0.4083 -2.1831
H 0.2997 -1.9232 -1.7523
H -3.4073 -2.4801 0.3086